(1)
DFT (ωB97M-V/def2-TZVPD) results for the molecule C2H5N3O2 in a non-equilibrium geometry.

As for the charge: 0. Its multiplicity is 1. Its SMILES is N/N=C(/N)C(=O)O.

Each line ends with the natural charge from an NBO analysis.
Cartesian coordinates (Å):
1 N 2.0839 -0.5721 -0.1683  -0.649
2 N 1.3387 0.6362 -0.1742  -0.235
3 C 0.0760 0.5157 -0.0536  0.221
4 N -0.7834 1.7102 -0.0948  -0.871
5 C -0.6657 -0.7809 -0.0063  0.750
6 O 0.0205 -1.7450 -0.0951  -0.547
7 O -2.1019 -0.7133 -0.1255  -0.725
8 H 2.9611 -0.5338 0.3120  0.358
9 H 1.4418 -1.3966 0.4735  0.377
10 H -1.6435 1.7685 0.5971  0.417
11 H -0.0968 2.5134 -0.3008  0.404
12 H -2.6306 -1.4024 -0.3641  0.501

(2)
DFT (ωB97M-V/def2-TZVPD) results for the molecule C2H5N3O2 in a non-equilibrium geometry.

As for the charge: 0. Its multiplicity is 1. Its SMILES is N/N=C\OC(N)=O.

Each line ends with the natural charge from an NBO analysis.
Cartesian coordinates (Å):
1 N -2.4736 0.7720 -0.1145  -0.674
2 N -2.1397 -0.5657 -0.0013  -0.261
3 C -0.9064 -0.8367 0.0540  0.295
4 O 0.0366 0.1819 0.0624  -0.577
5 C 1.4284 -0.0802 -0.0330  0.900
6 N 2.0611 1.1344 -0.0008  -0.865
7 O 1.9021 -1.1562 -0.0715  -0.590
8 H -3.3332 0.9081 0.3158  0.371
9 H -1.7246 1.5281 -0.0436  0.368
10 H -0.4415 -1.7980 0.2406  0.194
11 H 3.1564 1.2241 0.2176  0.424
12 H 1.5669 2.0485 0.0337  0.415

(3)
DFT (ωB97M-V/def2-TZVPD) results for the molecule C2H5N3O2S in a non-equilibrium geometry.

As for the charge: 0. Its multiplicity is 1. Its SMILES is [H]/N=C/NOC(=S)NO.

Each line ends with the natural charge from an NBO analysis.
Cartesian coordinates (Å):
1 H 3.5802 0.4361 1.5040  0.395
2 N 2.6427 -0.1203 1.5585  -0.691
3 C 1.4992 0.2235 0.8841  0.248
4 N 0.3560 -0.6950 0.6484  -0.362
5 O -0.7226 0.2119 0.6298  -0.396
6 C -1.2051 0.6861 -0.5930  0.414
7 S -1.7686 2.3601 -0.7153  -0.208
8 N -1.3121 -0.1813 -1.6123  -0.359
9 O -1.6021 -1.5061 -1.1520  -0.547
10 H 1.1710 1.3343 0.5115  0.199
11 H 0.1056 -1.1460 1.4767  0.387
12 H -2.0266 0.1594 -2.3811  0.432
13 H -0.7177 -1.7626 -0.7593  0.489

Kohn-Sham gap for every record listed, in sequence, given in eV: 8.80; 9.26; 8.85.